[1]
{
  "formula": "C39H49F40N4O6",
  "method": "ωB97M-V with the def2-TZVPD basis set",
  "species": ["C", "C", "C", "C", "C", "C", "C", "C", "N", "N", "C", "N", "N", "C", "C", "C", "C", "C", "O", "H", "H", "H", "H", "H", "H", "H", "H", "H", "H", "H", "H", "H", "H", "H", "H", "H", "H", "H", "H", "H", "H", "H", "H", "H", "H", "H", "H", "H", "C", "C", "C", "F", "F", "F", "F", "O", "C", "C", "F", "F", "F", "F", "H", "H", "H", "H", "C", "C", "C", "F", "F", "F", "F", "O", "C", "C", "F", "F", "F", "F", "H", "H", "H", "H", "C", "C", "C", "F", "F", "F", "F", "O", "C", "C", "F", "F", "F", "F", "H", "H", "H", "H", "C", "C", "C", "F", "F", "F", "F", "O", "C", "C", "F", "F", "F", "F", "H", "H", "H", "H", "C", "C", "C", "F", "F", "F", "F", "O", "C", "C", "F", "F", "F", "F", "H", "H", "H", "H"],
  "xyz": [[8.5884, -1.0643, 5.5567], [8.5398, 0.4300, 5.1549], [8.0483, 0.6962, 3.6857], [7.0783, -0.4082, 3.2459], [6.2321, -0.0669, 1.9740], [4.7164, -0.3196, 2.2171], [4.2909, -1.7820, 1.9888], [4.7348, -2.7240, 3.1273], [4.3474, -4.1198, 2.9260], [5.1096, -5.0108, 2.3104], [4.4864, -6.1864, 2.3351], [4.9886, -7.3372, 1.8307], [3.3308, -6.0307, 2.9634], [3.2620, -4.7437, 3.3251], [2.0782, -4.2408, 4.1081], [1.5109, -2.8691, 3.6725], [0.5487, -2.3818, 4.8088], [0.4134, -0.8581, 4.7165], [1.5746, -0.2182, 5.2335], [7.5800, -1.4454, 5.7792], [8.9687, -1.7194, 4.7617], [9.1786, -1.2133, 6.4658], [7.8518, 0.9161, 5.8582], [9.5583, 0.8130, 5.2819], [7.5922, 1.6919, 3.6509], [8.9528, 0.7334, 3.0654], [7.6272, -1.3326, 3.0231], [6.3668, -0.6312, 4.0529], [6.5116, -0.7857, 1.1866], [6.4214, 0.9278, 1.5623], [4.3903, 0.0172, 3.2116], [4.1792, 0.3025, 1.4881], [3.2087, -1.7911, 1.8171], [4.7589, -2.1550, 1.0643], [5.8352, -2.7074, 3.1127], [4.4662, -2.3544, 4.1221], [6.0087, -4.7267, 1.9439], [5.6502, -7.8415, 2.3972], [4.7611, -7.7156, 0.9292], [1.2934, -4.9901, 3.9684], [2.3212, -4.1966, 5.1767], [2.2715, -2.0943, 3.5704], [0.8751, -2.9374, 2.7804], [-0.4100, -2.9088, 4.7859], [1.0448, -2.6170, 5.7623], [0.2510, -0.5903, 3.6614], [-0.4620, -0.5343, 5.2943], [1.7963, 0.5142, 4.6516], [2.2243, -2.0732, -1.7181], [1.6046, -2.6076, -3.0276], [2.5044, -3.5015, -3.8853], [3.6037, -2.8557, -4.3139], [1.8255, -3.9016, -4.9846], [1.1248, -1.5718, -3.7456], [0.5196, -3.3517, -2.6699], [2.7537, -0.7510, -1.7358], [4.0657, -0.5776, -2.1682], [4.1596, 0.2749, -3.4343], [3.4724, -0.2864, -4.4473], [5.4472, 0.3801, -3.8321], [4.6665, -1.7767, -2.3042], [4.7148, 0.0623, -1.1697], [1.3978, -2.0187, -1.0081], [2.9280, -2.7815, -1.2799], [2.8101, -4.3947, -3.3309], [3.7581, 1.2760, -3.2634], [-2.8137, -4.0938, -1.7922], [-2.9522, -2.7680, -1.0215], [-3.7551, -2.8151, 0.2769], [-5.0377, -3.1779, 0.0662], [-3.7795, -1.5829, 0.8458], [-3.4425, -1.8246, -1.8477], [-1.6825, -2.3695, -0.6935], [-3.6990, -4.2979, -2.8779], [-4.9542, -4.8268, -2.6211], [-6.0721, -3.8505, -2.9880], [-5.9614, -2.7032, -2.2849], [-7.2732, -4.3942, -2.6924], [-5.0380, -5.2459, -1.3430], [-5.0725, -5.9251, -3.3927], [-1.8294, -4.0602, -2.2576], [-2.7804, -4.9565, -1.1252], [-3.3049, -3.5071, 0.9948], [-6.0400, -3.6092, -4.0523], [-0.3250, 3.0708, -5.7496], [-1.8252, 3.0120, -6.0866], [-2.7329, 3.9593, -5.3054], [-2.7088, 3.7059, -3.9733], [-4.0157, 3.8051, -5.7070], [-2.2532, 1.7340, -5.9709], [-1.9426, 3.3387, -7.4023], [0.1716, 2.0825, -4.8558], [0.0784, 2.3062, -3.4993], [-0.8118, 1.2803, -2.8023], [-2.0621, 1.3074, -3.2978], [-0.8953, 1.5632, -1.4775], [-0.3147, 3.5718, -3.2579], [1.3343, 2.1967, -3.0028], [0.1941, 2.8641, -6.6846], [-0.0057, 4.0737, -5.4653], [-2.4540, 4.9998, -5.4688], [-0.4179, 0.2693, -2.9247], [-6.9908, -1.6104, 1.8768], [-7.3386, -2.5680, 3.0293], [-8.8191, -2.8877, 3.2301], [-9.5360, -1.7858, 3.5256], [-8.9605, -3.7461, 4.2711], [-6.7935, -2.0981, 4.1742], [-6.7051, -3.7484, 2.7603], [-6.7709, -0.2498, 2.2205], [-7.8613, 0.5970, 2.3115], [-8.0400, 1.1470, 3.7265], [-8.2248, 0.1490, 4.6148], [-9.1302, 1.9446, 3.7784], [-8.9716, -0.0089, 1.8535], [-7.6162, 1.6311, 1.4781], [-6.0340, -1.9417, 1.5004], [-7.6745, -1.7128, 1.0335], [-9.2423, -3.3610, 2.3394], [-7.1622, 1.7215, 4.0299], [-2.9480, 8.8656, -2.0546], [-3.3928, 8.2507, -3.3931], [-2.3670, 7.3771, -4.1121], [-1.2586, 8.0640, -4.4505], [-2.9040, 6.8985, -5.2708], [-3.8337, 9.2319, -4.2078], [-4.4695, 7.4611, -3.1235], [-2.4948, 10.2083, -2.0856], [-1.1686, 10.4515, -2.3937], [-1.0214, 11.2577, -3.6835], [-1.5694, 10.6022, -4.7274], [0.2885, 11.4460, -3.9629], [-0.4702, 9.2989, -2.4274], [-0.6632, 11.1762, -1.3738], [-3.8453, 8.9040, -1.4380], [-2.2599, 8.2165, -1.5120], [-2.0751, 6.5201, -3.4966], [-1.5106, 12.2293, -3.5889]],
  "forces_ev_per_angstrom": [[-0.4, -0.1, -0.1], [-0.1, -0.6, -0.2], [0.6, -0.6, 1.2], [-0.3, 0.6, -1.0], [-0.3, -1.1, 0.5], [0.3, 0.4, -0.7], [0.0, 0.0, -0.1], [1.1, 1.0, -0.6], [-0.5, 1.8, 1.0], [1.4, 0.4, -0.6], [-1.0, -0.3, 0.2], [1.0, -0.4, 0.0], [-0.2, -0.3, -0.1], [-1.4, -1.2, 0.5], [0.1, 0.7, -0.9], [-1.1, -0.2, 1.3], [1.2, 0.3, -0.2], [-0.9, -0.3, 0.1], [0.2, -0.3, -0.3], [0.2, 0.1, 0.0], [0.3, 0.3, 0.2], [0.0, 0.1, -0.2], [0.4, 0.1, -0.1], [-0.4, 0.3, 0.0], [-0.1, -0.2, -0.1], [-0.4, -0.1, -0.2], [0.0, 0.2, 0.3], [0.3, 0.1, 0.0], [0.1, 0.4, 0.0], [-0.1, 0.0, 0.3], [0.2, 0.0, -0.1], [-0.1, -0.3, 0.2], [0.2, -0.3, 0.2], [-0.1, 0.2, 0.1], [-0.2, -0.1, 0.2], [-0.4, -0.4, -0.2], [0.0, -0.3, -0.1], [0.0, -0.1, -0.2], [-0.3, 0.1, 0.1], [0.3, 0.0, 0.2], [0.2, -0.1, -0.2], [-0.1, -0.2, -0.1], [0.6, -0.1, -0.2], [0.1, 0.2, -0.1], [-0.3, 0.2, 0.0], [0.0, 0.1, 0.2], [0.1, 0.0, -0.2], [0.0, 0.1, 0.2], [-0.3, 0.1, 0.7], [0.0, 0.8, 0.1], [-0.1, -0.5, -0.5], [-0.1, 0.0, 0.1], [-0.2, 0.0, 0.2], [0.2, 0.0, -0.1], [0.2, -0.4, 0.1], [0.4, -0.3, -0.8], [-0.6, -0.5, 0.8], [0.0, 0.6, -0.6], [-0.1, -0.1, 0.2], [0.1, -0.1, 0.3], [0.3, 0.2, -0.1], [0.1, 0.2, -0.1], [-0.1, 0.1, -0.2], [0.1, -0.1, -0.3], [0.0, 0.1, 0.1], [0.0, -0.1, 0.2], [0.7, -0.4, -0.2], [-0.2, 0.1, -0.9], [0.0, 0.2, 0.6], [0.3, 0.0, -0.1], [0.2, 0.0, -0.1], [0.0, 0.0, 0.2], [0.0, -0.2, 0.4], [-0.6, 0.4, 0.5], [0.9, -0.5, 0.1], [-0.5, 0.4, -0.3], [0.1, -0.1, 0.0], [0.1, -0.2, 0.0], [-0.3, 0.0, -0.1], [-0.3, 0.1, -0.1], [0.0, 0.2, -0.1], [-0.2, 0.1, 0.2], [0.0, -0.1, -0.1], [0.1, -0.1, 0.0], [0.6, 0.2, -0.5], [0.2, -0.8, 0.1], [-0.6, 0.3, 0.0], [0.0, 0.0, -0.2], [0.1, -0.1, -0.2], [-0.1, 0.1, 0.1], [0.0, 0.4, 0.1], [-0.7, 0.0, 0.5], [0.4, 0.7, -1.0], [-0.4, -0.6, 0.3], [0.2, 0.0, 0.0], [0.2, 0.1, 0.0], [0.0, -0.2, 0.5], [0.1, -0.2, 0.3], [-0.1, -0.1, 0.0], [-0.2, 0.0, 0.2], [0.1, -0.2, -0.1], [0.2, 0.1, -0.1], [0.3, 0.0, -0.5], [0.4, 0.6, 0.2], [-0.4, -0.4, 0.2], [0.1, -0.2, 0.0], [0.2, 0.0, -0.1], [-0.1, -0.1, 0.0], [-0.3, -0.1, -0.2], [-0.6, 0.0, 0.6], [0.4, -0.5, -0.9], [-0.1, 0.3, 0.5], [0.1, 0.0, -0.1], [0.0, 0.0, -0.2], [-0.1, 0.3, 0.1], [0.0, 0.2, 0.2], [0.1, 0.0, 0.2], [-0.2, 0.0, 0.2], [0.1, 0.0, 0.0], [0.0, 0.0, -0.1], [-0.3, -0.1, 0.7], [-0.3, 0.8, 0.1], [0.2, -0.4, -0.3], [-0.2, -0.1, 0.0], [-0.2, 0.4, 0.2], [0.1, -0.1, -0.1], [0.2, -0.3, 0.1], [0.4, -0.2, -0.8], [-0.4, -0.5, 0.9], [0.1, 0.4, -0.5], [0.0, 0.0, 0.2], [0.0, -0.1, 0.2], [0.3, 0.3, -0.1], [0.1, 0.2, -0.2], [-0.1, 0.1, -0.2], [0.1, 0.0, -0.3], [-0.1, 0.0, 0.1], [0.0, 0.0, 0.2]],
  "mulliken_charge": [-1.035, -0.490, -0.786, -0.289, -0.790, -1.281, 0.173, -1.639, 0.795, -0.319, 0.312, -0.401, -0.687, 0.455, -0.823, 0.219, -0.738, -0.744, -0.546, 0.217, 0.272, 0.371, 0.254, 0.394, 0.342, 0.327, 0.265, 0.166, 0.309, 0.496, 0.474, 0.545, 0.315, 0.579, 0.407, 0.383, 0.224, 0.236, 0.222, 0.431, 0.406, -0.161, 0.246, 0.425, 0.412, 0.334, 0.395, 0.315, -0.755, 0.800, -0.019, -0.221, -0.265, -0.224, -0.313, -0.333, 0.836, 0.262, -0.237, -0.281, -0.308, -0.274, 0.486, 0.359, 0.316, 0.182, -0.658, 0.916, 0.120, -0.275, -0.319, -0.272, -0.292, -0.412, 0.751, 0.196, -0.185, -0.262, -0.264, -0.300, 0.266, 0.413, 0.409, 0.251, -0.789, 0.806, 0.500, -0.201, -0.315, -0.270, -0.326, -0.315, 0.607, 0.755, -0.236, -0.281, -0.301, -0.247, 0.430, 0.349, 0.021, -0.177, 0.140, 0.889, 0.097, -0.218, -0.277, -0.296, -0.323, -0.440, 0.782, 0.215, -0.212, -0.264, -0.296, -0.296, -0.551, 0.472, 0.288, 0.235, -0.776, 0.802, 0.317, -0.252, -0.350, -0.271, -0.321, -0.399, 0.781, 0.189, -0.209, -0.256, -0.278, -0.300, 0.453, 0.342, 0.237, 0.252],
  "molar_mass_g_mol": 1429.763,
  "max_force_ev_per_a": 2.092,
  "homo_energy_ev": -12.77,
  "homo_lumo_gap_ev": 9.72,
  "e_tot_ev": -168175.5962,
  "total_charge": 1,
  "multiplicity": 1
}

[2]
{
  "formula": "C8H11ClNS",
  "method": "ωB97M-V with the def2-TZVPD basis set",
  "species": ["C", "C", "C", "C", "C", "C", "C", "C", "N", "S", "Cl", "H", "H", "H", "H", "H", "H", "H", "H", "H", "H", "H"],
  "xyz": [[1.8813, -1.9788, 1.4584], [1.6989, -0.6948, 1.8703], [0.8980, -2.5514, 0.6061], [0.7743, 0.1223, 1.2622], [-0.0450, -1.7352, -0.0592], [-0.1440, -0.3850, 0.2611], [-1.6857, 1.6801, 0.0837], [-1.0251, 0.4581, -0.5529], [0.3999, 1.3177, -1.8212], [-2.0707, -0.2641, -1.7452], [-0.6021, 3.1115, 0.3126], [2.5811, -2.5712, 1.9669], [2.4787, -0.3451, 2.4535], [0.9943, -3.5845, 0.2041], [0.7054, 1.1618, 1.4612], [-0.7344, -2.3095, -0.6285], [-2.6718, 1.8855, -0.4658], [-2.0268, 1.5088, 1.0689], [1.0480, 0.7251, -2.1011], [-0.1495, 1.5110, -2.6955], [0.6964, 2.2182, -1.3840], [-3.0012, 0.7194, -1.5558]],
  "forces_ev_per_angstrom": [[-3.1, -1.6, -1.0], [-0.3, 0.6, -1.5], [1.2, 0.3, -1.2], [-1.7, -0.5, -1.5], [1.1, -1.2, 2.0], [1.4, -0.1, 0.5], [-0.7, 1.0, -1.2], [0.5, 0.7, 0.1], [-5.6, 4.3, 0.8], [-0.5, 0.1, 0.4], [-0.8, -0.3, -0.3], [1.1, -0.8, 0.2], [0.9, 1.3, 1.6], [-0.1, 0.7, 0.8], [0.2, 0.7, 0.4], [-0.6, 0.2, -0.9], [1.9, 0.7, 0.6], [0.0, -0.9, 1.1], [4.3, -3.5, -0.9], [0.5, 0.2, 1.2], [0.1, -1.2, -0.7], [0.3, -0.8, -0.7]],
  "mulliken_charge": [-0.492, -0.707, -0.522, -0.179, -0.661, 0.676, -0.585, 0.521, -0.529, -0.025, -0.175, 0.430, 0.408, 0.335, 0.373, 0.330, 0.264, 0.418, 0.272, 0.330, 0.283, 0.236],
  "molar_mass_g_mol": 188.703,
  "e_above_lowest_kj_mol": 238.5,
  "max_force_ev_per_a": 7.128,
  "homo_energy_ev": -13.16,
  "homo_lumo_gap_ev": 8.19,
  "e_tot_ev": -33313.6871,
  "total_charge": 1,
  "multiplicity": 1
}

[3]
{
  "formula": "C4H7NO2",
  "method": "ωB97M-V with the def2-TZVPD basis set",
  "species": ["H", "N", "C", "C", "O", "C", "C", "O", "H", "H", "H", "H", "H", "H"],
  "xyz": [[-0.0696, -1.7570, -1.4563], [-0.0570, -0.7904, -1.1425], [0.4305, -0.6835, 0.0204], [0.8994, -1.7651, 0.9490], [0.5409, 0.5343, 0.6106], [-0.4874, 1.4731, 0.3190], [-0.8127, 1.7273, -1.1451], [-1.9282, 2.0589, -1.4685], [0.2466, -1.7570, 1.8282], [0.8482, -2.7469, 0.4734], [1.9181, -1.5718, 1.2950], [-1.4145, 1.1763, 0.8239], [-0.1400, 2.4176, 0.7532], [0.0259, 1.6842, -1.8600]],
  "forces_ev_per_angstrom": [[-0.1, 0.1, 0.1], [0.1, 0.0, 0.4], [-0.1, -0.2, -0.2], [0.0, -0.1, 0.0], [0.0, -0.1, 0.0], [-0.2, 0.1, 0.0], [-0.3, 0.2, 0.0], [0.5, -0.1, 0.1], [0.1, 0.0, -0.1], [0.1, 0.2, 0.1], [-0.1, 0.0, -0.1], [0.1, 0.0, -0.1], [-0.1, -0.1, -0.1], [-0.1, 0.0, 0.0]],
  "mulliken_charge": [0.216, -0.640, 0.714, -0.993, -0.367, -0.408, 0.152, -0.499, 0.259, 0.365, 0.274, 0.290, 0.281, 0.356],
  "molar_mass_g_mol": 101.105,
  "e_above_lowest_kj_mol": 150.8,
  "max_force_ev_per_a": 0.529,
  "homo_energy_ev": -9.62,
  "homo_lumo_gap_ev": 10.41,
  "e_tot_ev": -9845.7171,
  "total_charge": 0,
  "multiplicity": 1,
  "smiles": "[H]/N=C(\\C)OCC=O"
}

[4]
{
  "formula": "C2H4N",
  "method": "ωB97M-V with the def2-TZVPD basis set",
  "species": ["C", "C", "N", "H", "H", "H", "H"],
  "xyz": [[2.2517, 0.0659, -0.0241], [0.5813, 0.0565, -0.0453], [-0.8027, 0.1129, -0.0442], [3.2358, -0.2921, 0.0555], [-1.1816, 1.0729, -0.1362], [-1.1477, -0.2961, 0.8484], [-1.1668, -0.4629, -0.8275]],
  "forces_ev_per_angstrom": [[-16.8, 1.3, -0.4], [16.8, -1.1, 0.3], [-0.9, 0.2, 0.1], [1.1, -0.7, 0.1], [0.0, -0.1, 0.0], [-0.1, 0.2, -0.3], [-0.1, 0.2, 0.2]],
  "mulliken_charge": [-0.178, -0.210, -0.276, 0.445, 0.394, 0.414, 0.410],
  "molar_mass_g_mol": 42.061,
  "e_above_lowest_kj_mol": 633.7,
  "max_force_ev_per_a": 16.896,
  "homo_energy_ev": [-14.70, -14.70],
  "homo_lumo_gap_ev": [9.13, 9.13],
  "e_tot_ev": -3612.9584,
  "total_charge": 1,
  "multiplicity": 1,
  "smiles": "C#C[NH3+]"
}

[5]
{
  "formula": "C6H11N2O2",
  "method": "ωB97M-V with the def2-TZVPD basis set",
  "species": ["C", "C", "C", "C", "C", "C", "N", "N", "O", "O", "H", "H", "H", "H", "H", "H", "H", "H", "H", "H", "H"],
  "xyz": [[1.1420, 0.2340, -1.3628], [0.6832, 0.4253, -0.1852], [2.4647, -2.2690, 0.5257], [-0.6872, 1.3318, 1.3990], [-1.3880, -0.7569, 0.2037], [-1.3977, 1.3085, -0.9252], [3.3583, -2.2131, -0.2374], [-0.7480, 0.5942, 0.1067], [1.4641, -2.0890, 1.0878], [1.4048, 0.1191, -2.4469], [1.3837, 0.3099, 0.7146], [-1.6747, 1.7058, 1.4385], [-0.4034, 0.8528, 2.2961], [-0.1413, 2.2327, 1.1360], [-2.4575, -0.4945, 0.3983], [-1.3028, -1.2852, -0.6869], [-0.8126, -1.4446, 0.8539], [-1.1350, 0.8043, -1.9506], [-2.5890, 1.1677, -0.9040], [-1.2813, 2.3784, -0.9870], [4.1178, -2.9122, -0.4743]],
  "forces_ev_per_angstrom": [[-0.8, 0.2, 0.3], [1.4, -0.1, 3.9], [-1.7, 0.3, 0.3], [-1.7, 2.2, -1.7], [-0.9, 0.4, 2.0], [-4.1, -0.4, -4.2], [3.9, -1.6, -1.9], [3.0, -2.2, 1.2], [-0.7, -0.3, 1.2], [1.3, -0.4, -3.3], [-1.3, 0.2, -1.7], [-1.4, 0.3, 1.0], [0.6, -1.0, 0.4], [0.6, -0.1, 0.5], [0.9, -1.0, 0.4], [0.0, -0.3, -2.2], [-0.7, 0.9, 0.5], [-0.3, 1.1, 1.9], [2.6, 0.2, 0.4], [0.8, 0.2, 0.3], [-1.5, 1.4, 0.5]],
  "mulliken_charge": [0.586, -0.669, 0.571, -1.176, -0.810, -0.661, -0.415, 0.104, -0.429, -0.249, 0.433, 0.478, 0.352, 0.502, 0.396, 0.390, 0.344, 0.324, 0.307, 0.306, 0.316],
  "molar_mass_g_mol": 143.166,
  "e_above_lowest_kj_mol": 407.7,
  "max_force_ev_per_a": 5.922,
  "homo_energy_ev": -13.79,
  "homo_lumo_gap_ev": 10.17,
  "e_tot_ev": -13465.9073,
  "total_charge": 1,
  "multiplicity": 1
}

[6]
{
  "formula": "C2H8NO4",
  "method": "ωB97M-V with the def2-TZVPD basis set",
  "species": ["C", "C", "N", "O", "O", "O", "O", "H", "H", "H", "H", "H", "H", "H", "H"],
  "xyz": [[0.1024, 1.2954, 1.8846], [0.1020, -0.9875, -1.4445], [-0.7101, 0.0266, 2.1178], [1.2602, -0.5138, -1.3293], [-0.6225, -1.0813, -0.5049], [0.5919, -1.0171, -3.6511], [-0.3808, -1.2042, -2.6342], [0.5219, 1.7105, 2.8262], [0.9167, 1.2087, 1.2062], [-0.5741, 2.0965, 1.4566], [-0.6530, -0.5005, 1.2141], [-0.5173, -0.5528, 3.0178], [1.6435, -0.1699, -2.1511], [-1.6566, 0.3584, 2.3413], [-0.0241, -0.6690, -4.3496]],
  "forces_ev_per_angstrom": [[-0.8, 1.9, 1.2], [-1.3, 0.9, 0.1], [0.2, 0.3, 1.6], [3.7, 1.4, 0.4], [-1.6, -0.9, 1.9], [-0.6, 0.5, -0.9], [-1.1, -1.0, -1.4], [-0.5, -0.6, -0.5], [0.5, -0.9, -0.6], [0.6, -1.2, 0.5], [-0.4, -0.5, 0.3], [0.5, 1.0, -2.2], [0.0, -0.4, -0.3], [0.0, -0.4, -0.7], [0.9, -0.4, 0.5]],
  "mulliken_charge": [-0.720, 0.678, -0.251, -0.415, -0.673, -0.357, -0.112, 0.339, 0.265, 0.303, 0.344, 0.410, 0.411, 0.399, 0.381],
  "molar_mass_g_mol": 110.089,
  "e_above_lowest_kj_mol": 294.5,
  "max_force_ev_per_a": 3.940,
  "homo_energy_ev": -14.94,
  "homo_lumo_gap_ev": 11.64,
  "e_tot_ev": -11874.7181,
  "total_charge": 1,
  "multiplicity": 1
}